This record from the OMol25 dataset describes a structure of composition C66H160AsF24N11O36S6 in a non-equilibrium geometry. The level of theory is ωB97M-V/def2-TZVPD.

```
304
Properties=species:S:1:pos:R:3:forces:R:3:lowdin_charge:R:1
As 0.0114 -1.7675 -0.5380 1.04 0.26 0.04 0.9375
S -2.6479 2.8789 4.3338 -0.18 -0.69 -1.31 0.5906
S -3.1017 -5.6198 3.8814 0.84 -3.29 1.93 0.5193
S 5.6892 -0.7812 -6.7250 1.29 -0.51 -3.58 0.7369
S 5.3632 -3.0488 -5.5460 1.30 -4.20 -0.93 0.5800
S -1.1803 -1.3163 -7.0050 0.35 0.29 -4.05 0.4882
S 5.6810 0.2051 3.1446 -0.30 -0.39 -0.71 0.5611
F 6.9760 0.6392 -4.8369 -0.51 0.38 -0.38 0.1128
F -0.7653 -0.9619 0.9075 0.60 -0.85 -1.59 -0.2842
F 0.9091 -2.5655 -1.8918 -1.18 0.84 1.36 -0.2595
F -1.3908 -6.9934 2.2445 -0.53 0.65 -0.49 0.0923
F -3.3524 -6.6912 1.3803 -0.58 -0.07 -1.08 0.1676
F 3.0963 -3.5785 -4.1540 -0.79 0.07 0.51 0.1358
F 7.6225 0.0589 4.9704 0.40 -0.10 -2.05 0.0605
F 4.5428 -5.1777 -4.1778 -0.22 -1.03 0.10 0.1861
F -4.9042 4.0911 5.0173 -0.24 -0.81 -0.60 0.1404
F -0.0256 -3.3186 0.2749 -0.58 0.81 -0.21 -0.2473
F 8.0719 -1.0183 3.0505 0.12 0.50 0.48 0.1458
F 8.2207 1.1748 3.1354 -0.27 -0.91 0.35 0.1445
F 0.0676 -0.2380 -1.3955 0.15 -0.26 0.44 -0.2670
F -4.9351 1.9024 5.3739 0.42 0.70 0.36 0.1532
F -0.1111 -2.9102 -8.9100 0.10 -0.01 2.05 0.1138
F 1.0373 -2.8345 -7.0116 0.21 -0.16 -0.11 0.1510
F 5.4735 1.7646 -5.9638 -0.84 0.89 0.52 0.1479
F 4.9427 -3.4489 -2.9378 -0.95 -0.24 -0.11 0.0715
F -1.9454 -5.0082 1.5163 0.00 0.09 -0.89 0.0865
F -0.7886 -4.0081 -7.1391 0.15 0.01 0.10 0.1172
F 1.5953 -1.4183 0.2756 -1.65 -0.14 -0.98 -0.2703
F 7.3496 1.2529 -6.8955 -0.76 -0.12 0.64 0.1422
F -3.8863 3.3696 6.6856 0.33 -1.15 0.53 0.1507
F -1.6020 -1.9928 -1.3189 1.48 -0.16 0.99 -0.2783
O 0.8820 0.6310 4.4966 -0.65 -0.44 0.70 -0.2122
O -1.9569 1.6218 4.7403 -1.10 1.41 -0.24 -0.3395
O -4.1850 -4.7071 3.6464 -0.67 1.85 -1.10 -0.3652
O -5.1431 0.8390 -2.5794 2.27 -0.52 -0.64 -0.1964
O 6.8858 -1.3661 -7.4333 -3.22 1.17 3.04 -0.2866
O 4.7364 -3.5687 -6.7614 0.29 0.68 1.56 -0.2998
O -4.5400 -0.1643 2.5542 1.20 -0.54 1.95 -0.1981
O 5.3720 1.3179 -1.9844 0.36 0.30 0.23 -0.2224
O -2.5528 -1.6125 -7.4218 -0.58 -0.59 0.82 -0.3586
O 5.9198 -3.7589 8.0885 -0.26 0.42 0.32 -0.1960
O 5.1110 -1.0144 3.7965 0.74 1.59 -0.66 -0.3730
O 1.9840 2.9417 0.6613 -1.15 1.44 0.26 -0.2273
O -7.6889 0.0885 -9.2515 0.18 -0.33 0.41 -0.1631
O 3.7544 5.4021 -2.2518 0.48 0.68 -0.36 -0.2151
O -0.6379 -0.3203 -7.9428 0.17 -0.47 1.96 -0.3308
O -6.7753 -2.2665 4.3102 -0.99 -2.71 -1.10 -0.1899
O -0.7338 3.8111 -4.2051 0.58 0.25 0.05 -0.2446
O 6.6368 7.6602 -4.3684 -0.13 0.41 1.20 -0.1807
O -3.6392 -6.8862 4.4349 1.75 1.89 -1.18 -0.3216
O -1.0164 -1.1143 -5.5862 0.34 0.12 0.87 -0.3472
O 3.3289 -3.8708 0.7144 0.17 -2.82 -0.43 -0.1964
O 6.7631 -3.4360 -5.3399 -2.24 0.67 0.40 -0.2922
O 0.7128 -5.6481 -3.2140 -1.42 0.54 0.23 -0.1787
O -3.1255 2.9370 2.9353 0.30 -0.55 2.03 -0.3230
O -3.8275 -1.0142 7.3297 1.85 -0.91 -2.30 -0.1647
O 5.2280 1.4715 3.7192 0.29 -1.00 -0.18 -0.3361
O -6.1036 -2.2657 -0.5327 -0.71 1.02 -2.23 -0.1741
O -1.9297 -5.0152 4.5789 -1.37 -0.65 -1.48 -0.3656
O -1.9411 6.4304 2.2337 1.22 0.59 0.85 -0.2135
O 2.4577 2.2767 -5.2447 0.27 -0.79 -0.28 -0.2217
O -0.2486 3.0125 8.9104 0.48 0.22 0.40 -0.2082
O 2.5454 -3.7531 3.8211 0.03 -0.06 0.54 -0.1713
O -4.8446 -1.9536 -5.2210 -0.59 2.03 -0.56 -0.2149
O -1.7966 4.0284 4.6532 -0.49 0.09 0.12 -0.3364
O 5.6020 0.1450 1.6731 0.31 0.03 1.58 -0.3447
O 4.6208 -0.4003 -7.6621 0.89 -0.06 2.22 -0.3111
N 3.5380 0.1350 -3.6696 -1.90 -1.14 0.37 0.0913
N 5.0475 -1.5281 -5.2941 1.26 1.86 -2.00 -0.3346
N -2.6605 -0.9983 4.6885 0.94 -1.69 -1.04 0.0888
N -7.4682 -3.5536 1.4966 -1.10 1.11 1.50 0.0490
N 4.9401 -3.0132 5.4618 0.33 -2.15 1.54 0.0688
N -2.7740 2.0411 -3.8155 -0.71 -0.34 -0.39 0.0849
N 0.3852 3.1373 5.9194 0.49 0.90 1.54 0.0527
N 5.6640 7.2955 -1.7250 -1.00 1.73 0.98 0.0740
N -5.2434 -0.8072 -7.6561 -3.23 0.80 0.05 0.0748
N 1.4196 -5.4432 -0.5594 1.61 -1.76 1.15 0.0850
N -0.1103 4.3292 2.1668 -1.03 -1.03 -2.40 0.1068
C 6.3933 -2.8761 5.8483 0.63 -0.08 0.31 -0.1002
C -0.1690 -2.8917 -7.5351 -1.27 1.26 -1.16 -0.6056
C -8.1370 -3.8017 2.8320 0.37 1.12 1.96 -0.0284
C 6.3967 0.8464 -6.0398 1.67 -1.70 -0.58 -0.6615
C 2.9605 2.2684 1.4361 0.75 -0.13 -0.70 -0.0865
C 4.4947 -4.4542 5.0464 0.56 1.97 -0.54 -0.0367
C -0.7370 4.0534 8.1068 0.96 0.98 -0.85 -0.1809
C -5.9425 -2.3807 -5.9761 -1.32 0.40 0.28 -0.1875
C 2.1187 0.0249 -4.3792 1.16 0.77 0.41 -0.0066
C -2.3884 -2.0286 5.7803 0.17 1.31 -0.10 -0.0575
C 0.2074 4.3977 6.8563 -1.26 -2.12 0.07 -0.0070
C 0.1886 -6.2800 -0.9709 0.16 0.52 -0.13 -0.0250
C 3.5180 -0.1902 -2.1546 -0.14 1.49 -1.35 -0.0708
C -2.7003 0.6818 -3.0918 -0.76 0.42 -0.11 -0.0229
C 6.8824 -3.7574 7.0390 -1.67 0.93 -0.57 -0.1724
C 7.2077 8.3424 -3.2531 -0.73 0.86 0.14 -0.2003
C 3.1330 4.1025 -2.3993 0.97 0.72 0.52 -0.0380
C -8.0908 -2.5162 3.8542 1.08 -1.97 -1.30 -0.1303
C -3.9740 -0.0847 8.2696 -1.36 2.55 3.56 -0.1814
C -8.5199 0.7784 -10.1388 -1.86 0.84 -2.02 -0.1234
C 3.7166 -5.2981 0.6762 -1.89 0.69 -0.72 -0.1347
C 2.4478 -6.1921 0.3924 0.45 1.07 -0.70 -0.0190
C -5.4472 -1.0968 -9.1535 0.41 0.73 1.09 -0.0445
C -5.5893 -3.4221 -0.0005 0.55 -0.61 1.50 -0.2342
C 2.9835 -4.4987 4.9241 1.84 0.15 0.24 -0.2175
C 6.7214 1.6338 -1.5073 -0.56 -0.96 0.11 -0.0486
C -0.0998 2.7711 2.0578 1.37 0.85 -0.86 -0.0345
C -0.9392 2.7670 10.1613 -0.76 -0.57 -0.66 -0.0435
C -0.9638 6.4226 1.1582 -2.56 -0.10 0.72 -0.1584
C 3.8284 5.8797 -0.9011 -0.71 -1.35 -1.06 -0.1935
C -0.3964 -5.8452 -2.3892 1.27 0.14 3.18 -0.2027
C 1.9342 1.0070 -5.6028 -0.03 -0.70 1.91 -0.1524
C 7.5914 6.8684 -5.0690 0.65 -0.46 0.02 -0.0730
C -3.8388 0.5743 -2.0275 0.78 0.31 0.42 -0.1706
C -2.1444 2.1234 -5.1604 0.45 -0.55 -1.50 -0.0816
C 1.7121 1.1374 5.5369 0.24 -1.03 -0.84 -0.1917
C 4.5062 -3.1938 1.0024 1.14 1.63 -0.40 -0.1251
C -2.4255 -6.1172 2.0842 0.65 0.09 4.12 -0.6483
C -0.6150 4.9690 0.8692 0.61 1.46 0.18 -0.0922
C 6.1755 8.6668 -2.1403 0.55 -0.98 -1.94 -0.0609
C 2.6059 3.1331 -6.3567 -0.37 0.75 0.01 -0.0937
C 0.6877 2.3080 0.7566 1.41 0.83 1.29 -0.1410
C -5.8365 -2.3252 -1.9664 0.18 0.93 0.08 -0.0624
C 0.9267 1.8761 6.5763 -0.04 1.98 -1.29 -0.0638
C 5.8346 -2.6144 8.9958 0.68 -0.04 -1.05 -0.0559
C -2.4289 -1.3608 7.1782 -1.61 -2.20 -1.47 -0.1274
C 4.3703 -3.8977 -4.1036 2.63 2.26 -1.10 -0.6708
C -5.1372 0.6404 1.5914 0.65 0.12 -1.51 -0.1187
C 7.5656 0.0942 3.5697 -1.73 0.53 1.02 -0.5789
C -4.2167 3.0261 5.4537 0.59 1.31 -1.22 -0.6165
C 1.2073 -4.1290 3.6117 -1.12 0.26 -0.73 -0.1040
C -0.3762 5.2475 -4.1191 -0.87 -1.44 0.81 -0.0291
C -3.3264 6.0702 2.0808 0.63 -0.26 -1.04 -0.0595
C -6.5527 -1.1397 5.0530 0.45 2.43 -0.47 -0.1149
C -3.2204 -0.6813 2.2384 -0.48 -0.87 0.16 -0.1642
C -6.1607 1.1273 -1.6620 -0.57 0.04 0.15 -0.1020
C -1.4446 3.4331 -5.4046 0.58 2.62 1.28 -0.1686
C 0.1527 -5.1493 -4.4238 2.08 -1.26 -1.92 -0.0942
C -4.0080 -2.9004 -4.6717 0.51 -0.99 0.18 -0.1062
C 4.3841 7.2991 -0.9147 0.02 -0.88 -0.16 -0.0622
C -6.4789 -1.1561 -6.7970 1.21 -1.87 0.72 -0.0387
C 1.4533 -0.4563 3.7806 -0.26 -0.35 -0.78 -0.0649
C -2.7291 -1.7004 3.3039 -1.60 1.33 0.06 -0.0382
C 4.9140 -0.0124 -1.6278 1.48 0.58 0.16 -0.1829
C -6.4225 -0.1269 -9.8238 0.39 0.18 -0.34 -0.2136
C -5.9749 -3.5435 1.4687 -0.72 -0.34 -0.71 -0.0657
H 1.3572 -4.5892 -0.0238 -1.37 0.64 -0.01 0.0932
H -1.5178 4.4800 0.5031 0.28 -0.47 0.35 0.1340
H -3.4422 -2.5201 3.3909 -0.09 -0.01 0.31 0.0974
H 3.6414 7.9357 -1.3957 0.41 0.17 -0.17 0.1412
H -1.6538 0.6576 -2.7881 -0.34 -0.46 0.80 0.1208
H 1.8968 -5.1385 -1.3958 0.34 -0.15 -0.73 0.1431
H 2.3679 0.6351 -6.5311 0.15 -0.18 0.09 0.1275
H 4.4648 -2.1670 0.6391 -0.68 0.29 0.66 0.0754
H -4.4811 -1.1943 -7.1183 1.53 -0.93 -0.56 0.0849
H -2.4006 0.0178 2.0735 -0.54 0.82 0.11 0.0986
H -1.3949 -2.4211 5.5637 -0.13 -0.18 -0.03 0.1232
H -7.9229 -4.1608 0.8297 0.25 -0.42 -0.46 0.1786
H -1.8855 2.2912 9.9043 -0.24 -0.07 0.05 0.0752
H 0.7345 -3.5302 2.8333 0.50 0.02 -0.36 0.0773
H 5.6071 -0.7449 -2.0413 0.00 -0.20 -0.34 0.1341
H 2.1215 -0.1448 2.9777 0.55 0.25 0.34 0.0836
H -3.4851 -0.4317 4.8266 -0.91 -0.30 0.22 0.1300
H 5.0180 -0.1042 -0.5466 -0.57 -0.16 0.18 0.0895
H 6.4008 6.8099 -1.2337 0.28 -0.20 0.38 0.1818
H 6.6576 -2.6337 9.7102 -0.34 -0.33 0.33 0.0970
H 7.5171 9.3454 -3.5468 0.75 -0.14 -0.24 0.1409
H -6.5217 -0.5143 -10.8378 -0.07 -0.12 -0.21 0.1398
H 4.6093 7.6785 0.0820 -0.04 -0.06 -0.08 0.1428
H 8.6194 7.1737 -4.8742 -0.02 0.42 -0.05 0.0936
H -1.7599 3.8972 7.7641 -0.07 -0.31 -0.20 0.1088
H 2.7255 2.2368 2.5000 -0.36 -0.78 -0.01 0.0747
H -5.7848 -3.2018 -6.6755 0.80 -0.09 -0.18 0.1396
H -5.6976 -2.1473 -9.3014 0.21 0.11 0.24 0.1451
H -6.7754 -0.3326 -6.1474 0.18 0.03 -0.25 0.1316
H 1.6422 3.4075 -6.7858 -0.47 0.32 0.34 0.0770
H -5.0889 0.1854 -7.5513 0.00 0.46 -0.33 0.1623
H 4.3827 -2.6942 6.2413 -0.15 -0.26 0.72 0.1548
H -1.9530 -0.2775 4.6929 0.68 0.26 -0.20 0.1003
H -4.5981 1.5750 1.4365 0.36 0.03 -0.10 0.0730
H 1.9231 -1.2020 4.4219 0.18 0.17 0.12 0.0846
H -3.8206 6.1297 3.0504 0.42 0.01 0.00 0.0993
H 3.2308 3.7643 -3.4309 -0.18 0.36 0.01 0.0806
H -1.7926 -2.1557 2.9818 0.24 0.41 0.43 0.1228
H -7.3144 -1.5099 -7.4011 0.19 0.46 -0.17 0.1280
H 7.0054 -3.1994 5.0063 -0.17 0.39 -0.29 0.1360
H 3.9395 2.7475 1.4449 -0.19 0.61 -0.45 0.0904
H -5.8792 2.0346 -1.1275 -0.54 0.19 0.13 0.1006
H 2.6701 -4.0717 5.8767 -0.92 -0.18 0.17 0.1357
H -3.4879 -3.3812 -5.5003 0.38 -0.41 0.38 0.1031
H 5.0084 -4.5018 4.0863 -0.13 -0.73 -0.05 0.1268
H 0.7884 4.6921 2.4510 0.64 -0.07 -0.53 0.1709
H 7.5506 5.8410 -4.7073 -0.26 -0.21 -0.20 0.0879
H -7.3713 -0.6519 5.5822 -0.53 -0.75 0.28 0.1052
H 4.3862 5.1428 -0.3231 0.45 0.19 0.32 0.1280
H -6.4098 0.3387 -0.9518 0.59 -0.28 0.12 0.0643
H 4.1350 -5.5932 1.6385 0.00 -0.04 0.08 0.1204
H -3.1385 -2.7963 5.5905 0.15 -0.15 0.61 0.1253
H 1.1704 -5.1816 3.3310 -0.27 -0.13 0.02 0.0913
H 0.1619 5.0035 0.1055 0.13 -0.71 0.13 0.1189
H -9.1960 -3.9170 2.6011 0.06 -0.34 0.14 0.1333
H 3.1331 1.3654 0.8504 0.09 -0.83 1.11 0.0932
H 0.6715 -0.9644 3.2161 -0.41 0.06 0.26 0.0722
H 1.5936 2.3105 7.3212 -0.21 -0.89 0.50 0.1428
H 6.5689 -1.8199 6.0525 -0.13 -0.07 -0.23 0.1110
H 4.0304 1.0056 -3.8096 -0.35 0.86 0.00 0.1278
H -1.6866 -0.5729 7.3056 -0.40 0.50 -0.10 0.1187
H -4.9934 0.2707 8.4198 -0.48 -0.55 -0.59 0.1038
H -6.0721 -1.3838 -2.4627 -0.49 -0.02 0.39 0.0794
H 8.0036 7.7628 -2.7853 0.38 0.06 -0.23 0.1298
H -4.4750 -0.8002 -9.5473 0.04 -0.75 -0.43 0.1394
H 1.1942 4.7810 7.1158 -0.07 -0.32 0.14 0.1326
H -1.1235 2.3975 2.0326 0.09 0.30 0.21 0.1000
H -4.7713 -2.4254 -2.1746 0.22 -0.31 0.49 0.0674
H 7.4666 1.0279 -2.0228 -0.07 0.02 -0.27 0.0909
H -6.3379 -3.1406 -2.4878 -0.30 -0.14 0.38 0.0999
H -0.5101 -6.2146 -0.1368 -0.13 0.12 -0.30 0.0989
H -0.3866 2.0387 10.7547 0.34 0.24 -0.31 0.0974
H -0.7333 4.6529 2.8929 -1.06 -0.10 0.68 0.1064
H -0.2730 -4.1479 -4.4869 -0.07 0.02 0.82 0.0901
H 6.8260 1.4055 -0.4466 -0.29 -0.08 0.17 0.0730
H -5.7159 -1.2751 5.7382 -0.07 -0.19 -0.06 0.0841
H -5.1371 0.0304 0.6880 -0.12 0.32 -0.51 0.0527
H -0.7389 3.4988 -6.2327 -0.26 -0.88 -0.31 0.1340
H -3.7445 2.3206 -3.8284 -0.77 -0.25 -0.49 0.1629
H 2.7265 -5.5552 4.8476 -0.41 -0.04 0.09 0.1416
H 4.1473 -0.5242 -4.1327 0.69 -1.13 -0.73 0.0516
H 1.0083 3.3902 5.1658 0.32 0.19 -0.15 0.1422
H 0.9451 1.2508 0.8216 -0.92 -0.33 0.00 0.1004
H 4.4655 -5.4559 -0.1000 0.04 0.16 -0.06 0.1256
H 2.8000 5.8056 -0.5474 -0.10 0.61 0.63 0.1132
H 0.5489 -3.9674 4.4653 0.22 -0.23 0.48 0.0787
H 3.7201 3.4174 -1.7877 -0.40 -0.38 0.20 0.0796
H 1.8982 -1.0046 -4.6613 0.74 -0.08 -0.30 0.1185
H -8.5109 -1.7503 3.2023 -0.09 0.84 0.44 0.1198
H 4.7604 -3.2400 2.0613 -0.05 0.17 0.07 0.0750
H 2.2524 0.3616 6.0793 0.05 -0.43 -0.18 0.1341
H -3.3806 5.0492 1.7028 -0.28 -0.13 0.14 0.0584
H 0.5510 -7.3075 -1.0026 0.07 0.08 -0.17 0.1287
H -3.8617 6.7162 1.3850 0.17 0.28 -0.06 0.0939
H -3.3052 -1.2490 1.3118 0.07 -0.11 -0.27 0.1113
H -3.7331 -0.4511 9.2675 0.42 -0.17 0.24 0.1038
H 6.9597 -4.7590 6.6161 0.06 -0.26 0.70 0.1212
H -1.3987 1.3375 -5.2803 -0.22 -0.35 0.32 0.1045
H 7.4340 6.9154 -6.1466 -0.29 0.03 0.21 0.1027
H -0.1052 7.0459 1.4078 -0.01 -0.19 0.65 0.1302
H 2.7627 -7.1096 -0.1046 -0.18 0.02 0.12 0.1314
H 3.0579 -1.1627 -1.9793 0.19 0.05 -0.11 0.1136
H -4.5076 -3.3477 -0.1124 0.27 -0.81 0.13 0.1362
H 0.7011 5.3384 -3.9806 -0.15 -0.01 -0.13 0.0800
H -7.6874 -4.6861 3.2835 -0.16 0.01 -0.06 0.1413
H -1.1997 3.6121 10.7986 0.52 0.50 -0.38 0.0989
H -3.5507 1.2023 -1.1845 -0.55 0.90 0.08 0.1164
H 1.4364 0.1509 -3.5385 -0.22 0.78 -0.22 0.0927
H 0.4209 2.5194 2.9817 -0.17 -0.79 -0.22 0.0949
H 6.6714 9.2644 -1.3753 -0.20 -0.58 0.40 0.1448
H -7.7896 -2.6176 1.2950 -0.02 0.47 -0.79 0.1561
H 5.3867 9.2699 -2.5899 -0.36 -0.39 0.25 0.1411
H 5.9386 -1.6452 8.5080 0.18 0.04 -0.67 0.0739
H -0.7481 5.0081 8.6326 -0.06 0.13 0.34 0.1329
H -5.7234 -4.5261 1.8679 0.78 0.45 0.33 0.1273
H 4.7285 -2.3245 4.7539 0.22 0.51 -1.23 0.0658
H 0.0113 1.3834 6.9040 0.63 -0.34 0.49 0.1315
H 1.0223 -5.2046 -5.0787 -0.16 0.53 -0.40 0.0966
H 6.9734 2.6875 -1.6267 -0.52 -0.03 -0.40 0.0802
H -3.7834 -0.3902 -1.5227 -0.05 -0.52 -0.56 0.1040
H -0.3145 5.0814 6.1868 -0.02 0.21 0.41 0.1084
H -8.2688 1.7791 -10.4903 1.08 0.35 0.80 0.0952
H -2.8982 1.9743 -5.9335 0.04 -0.16 0.09 0.1459
H -3.4683 0.8740 8.1547 0.79 0.01 -0.56 0.0740
H -6.3102 -0.4202 4.2710 0.59 0.85 0.43 0.0705
H 4.8335 -2.5512 9.4221 0.25 -0.73 0.29 0.0896
H 1.9880 -6.3974 1.3591 -0.59 -0.04 -0.43 0.1154
H 5.3680 -3.5019 0.4104 0.09 -0.88 -0.01 0.1005
H -5.8991 0.8224 -9.9375 0.02 0.37 0.07 0.1323
H -2.0653 4.3254 -5.4850 -1.06 -0.47 -0.85 0.1210
H 3.1060 4.0004 -5.9257 0.01 0.18 -0.53 0.0907
H -6.1637 0.9680 1.7558 -0.08 -0.60 0.88 0.1043
H -6.6790 -2.7872 -5.2829 -0.54 0.20 -0.03 0.1272
H -8.6969 -2.7422 4.7315 -0.54 0.01 -0.35 0.1397
H 3.1069 2.7708 -7.2544 0.73 -0.62 0.48 0.1025
H -7.0677 1.1858 -2.2637 0.05 0.72 0.05 0.1076
H -2.8455 -0.1528 -3.7777 0.11 0.53 -0.71 0.1124
H 5.5008 6.7650 -2.5689 -0.25 -0.31 -0.87 0.1440
H 7.8698 -3.3952 7.3251 0.04 -0.04 0.13 0.1384
H -8.6992 0.3219 -11.1122 0.69 -1.04 -0.10 0.0945
H -3.3217 -2.4221 -3.9729 0.28 0.24 -0.42 0.0813
H 0.1764 2.5563 -0.1734 -0.22 -0.18 0.20 0.1177
H -0.7479 5.8873 -4.9195 0.14 -0.44 -0.39 0.0962
H -1.4288 6.9566 0.3295 0.13 -0.44 -0.62 0.1320
H 4.8442 -5.1995 5.7609 0.14 0.35 0.03 0.1377
H -0.4988 2.9313 5.4763 -0.62 0.03 -0.14 0.0607
H -0.9166 -4.8990 -2.2401 -0.26 0.17 -0.08 0.1097
H 2.4567 1.6837 4.9581 0.57 0.78 0.82 0.1269
H 2.8936 0.6208 -1.7800 -0.23 -0.25 0.43 0.1160
H -2.3610 2.8484 -3.3708 0.99 -0.05 1.29 0.1490
H -2.2027 -2.1656 7.8776 0.15 0.09 0.30 0.1406
H 0.8487 1.0666 -5.6817 -0.18 -0.02 -0.49 0.0944
H -4.5592 -3.5944 -4.0372 -0.19 -0.51 -0.29 0.0843
H -0.9394 5.5308 -3.2299 0.43 0.54 0.19 0.0789
H -6.0288 -4.2901 -0.4919 0.39 -0.36 -0.39 0.1367
H 2.0953 4.2022 -2.0811 -0.11 -0.40 0.00 0.0795
H -1.1069 -6.5960 -2.7350 0.13 -0.22 -0.10 0.1337
H -5.7243 -2.6689 2.0690 0.52 -0.41 0.23 0.1254
H -0.4936 -5.9270 -4.8307 -0.56 0.26 0.03 0.1001
H -9.5684 0.9108 -9.8718 0.24 -0.40 1.34 0.0978
```
Forces are in eV/Å.

- orbital gap (eV) = 6.8428
- energy (eV) = -352162.326
- charge = +4
- E_LUMO (eV) = -7.14